{"formula": "C17H24N4O5S2", "method": "ωB97M-V with the def2-TZVPD basis set", "species": ["S", "S", "O", "O", "O", "O", "O", "N", "N", "N", "N", "C", "C", "C", "C", "C", "C", "C", "C", "C", "C", "C", "C", "C", "C", "C", "C", "C", "H", "H", "H", "H", "H", "H", "H", "H", "H", "H", "H", "H", "H", "H", "H", "H", "H", "H", "H", "H", "H", "H", "H", "H"], "positions_angstrom": [[-2.46466, -1.50986, -1.02372], [0.38697, 1.31007, 2.64893], [-3.45968, -0.72474, -1.69787], [-2.92937, 0.41029, 5.47495], [0.51005, -1.49425, -4.21511], [-2.56486, -2.93917, -1.05409], [1.51367, 0.57130, -1.04448], [-0.73253, 0.69051, 5.10716], [-0.95006, -1.08684, -1.54545], [1.57314, 0.91208, 4.88588], [2.53668, 1.19809, 4.02206], [-2.00676, 0.36297, 4.69911], [0.44287, -1.76816, -5.59218], [-3.10055, 0.14055, 1.09711], [-0.02581, -2.11734, -1.94448], [2.81246, 3.23857, 1.26719], [-1.57517, -1.66620, 1.55828], [0.19193, 1.05409, -1.08964], [3.00951, 1.77883, 1.68081], [-2.13362, -0.08918, 3.28162], [-2.39084, -0.97007, 0.68609], [-1.44165, -1.22457, 2.86123], [2.25809, 0.78483, -2.22630], [-0.12428, -2.48214, -3.42833], [-0.75157, 0.26459, -2.00892], [2.14292, 1.43108, 2.82792], [0.39403, 0.90692, 4.36373], [-2.98435, 0.57692, 2.40659], [-0.61348, 0.83044, 6.10566], [-0.80457, -1.75439, 3.55445], [-0.16921, 0.99025, -0.05957], [2.23374, 1.84239, -2.51434], [-0.59687, -1.81110, -5.93699], [3.45877, 3.47452, 0.42631], [-3.74058, 0.64052, 0.38766], [3.28242, 0.49793, -1.99372], [0.96211, -0.95691, -6.09883], [-1.18458, -2.57102, -3.70578], [-0.36332, 0.25281, -3.03021], [1.89226, 0.17507, -3.05685], [-0.27963, -3.00235, -1.36173], [-1.05874, -2.54458, 1.20715], [4.04490, 1.60705, 1.97693], [2.75736, 1.13141, 0.83747], [3.05560, 3.90463, 2.09176], [-1.73003, 0.74733, -2.01096], [-3.53647, 1.43681, 2.75347], [0.98984, -1.79419, -1.70628], [1.77984, 3.41091, 0.97115], [0.18975, 2.10841, -1.40743], [0.93216, -2.72045, -5.82920], [0.36216, -3.45467, -3.59818]], "lowdin_charge": [0.67, 1.13, -0.28, 0.11, -0.22, -0.27, -0.22, 0.12, -0.23, 0.01, 0.00, -0.44, -0.10, -0.04, -0.16, -0.09, -0.04, -0.20, -0.24, -0.21, -0.25, -0.04, -0.09, -0.19, -0.15, -0.57, -0.58, -0.01, 0.17, 0.13, 0.08, 0.09, 0.09, 0.07, 0.12, 0.09, 0.09, 0.13, 0.12, 0.07, 0.12, 0.12, 0.12, 0.09, 0.08, 0.12, 0.13, 0.13, 0.06, 0.13, 0.09, 0.13], "homo_ev": -9.24, "de_lowest_kcal_mol": 28.65, "orbital_gap_ha": 0.3377}

{"formula": "C31H55CrI2N4OS2SbSi3", "method": "ωB97M-V with the def2-TZVPD basis set", "species": ["I", "I", "Sb", "Cr", "S", "S", "Si", "Si", "Si", "O", "N", "N", "N", "N", "C", "C", "C", "C", "C", "C", "C", "C", "C", "C", "C", "C", "C", "C", "C", "C", "C", "C", "C", "C", "C", "C", "C", "C", "C", "C", "C", "C", "C", "C", "C", "H", "H", "H", "H", "H", "H", "H", "H", "H", "H", "H", "H", "H", "H", "H", "H", "H", "H", "H", "H", "H", "H", "H", "H", "H", "H", "H", "H", "H", "H", "H", "H", "H", "H", "H", "H", "H", "H", "H", "H", "H", "H", "H", "H", "H", "H", "H", "H", "H", "H", "H", "H", "H", "H", "H"], "positions_angstrom": [[-5.74474, 2.40667, -1.23380], [-3.86947, 1.38483, 0.33940], [2.82101, 0.41336, -1.33365], [0.52943, -0.14267, 0.12981], [0.59215, 4.35096, 1.22432], [0.52295, -3.19372, 1.12243], [3.85005, -1.69044, -2.47448], [4.24039, 0.98112, 0.76444], [3.29059, 2.31205, -3.08951], [0.90353, -2.07119, 0.08720], [-1.70924, 0.81389, 3.52267], [-0.98285, -0.16410, 1.67027], [-0.92609, -0.16265, -1.30237], [0.43432, 1.86861, 0.74417], [-3.51743, -2.73455, 2.59181], [4.37164, -2.82764, -1.09779], [3.28417, 0.18120, 2.17300], [-2.54094, -2.16579, 1.80285], [-3.35322, -0.97375, 4.25902], [1.41765, -5.20404, -1.63381], [-0.22028, 2.08422, 1.94681], [-1.27451, 2.73949, -3.61255], [-0.92253, 0.64085, -2.52065], [5.31542, -1.15990, -3.48338], [-0.21474, 3.37171, 2.36775], [2.47120, -2.39031, -3.51182], [-2.37956, -0.40312, 3.44609], [-1.93624, -0.99870, 2.26434], [0.91308, 2.99326, 0.27100], [-0.78793, 0.00612, -3.74434], [-1.16007, 2.00461, -2.44047], [5.14296, 2.46999, -3.00442], [0.05779, -4.59522, -1.31947], [4.31590, 2.82960, 0.98352], [2.06528, -4.00344, 1.56279], [-0.91094, 0.74838, -4.91059], [-0.28861, -4.49924, 0.16171], [2.65204, 1.65737, -4.70230], [-3.90176, -2.15791, 3.81568], [1.85031, -4.90752, 2.77878], [-0.93149, 0.91807, 2.44002], [2.49859, 3.94891, -2.67623], [-1.15548, 2.11320, -4.84649], [5.94651, 0.27454, 0.57947], [3.17170, -5.55331, 3.18979], [3.57964, -6.16598, 2.38464], [5.51069, 2.65389, -1.99298], [5.76065, -2.05849, -3.92343], [5.43518, 3.33038, -3.61536], [1.56260, 1.65201, -4.72069], [2.81121, -3.31444, -3.98861], [5.29565, -2.49073, -0.62534], [1.46109, 3.05562, -0.65658], [3.59876, -2.90053, -0.33517], [3.69458, 0.49711, 3.13691], [-0.83370, 0.25431, -5.87027], [1.12077, -5.68803, 2.55016], [2.99958, 2.31395, -5.50685], [-0.04037, -3.60930, -1.78254], [-3.68288, -0.50555, 5.17718], [-0.63044, -1.06634, -3.79548], [3.36567, -0.90466, 2.12199], [-4.02166, -3.63141, 2.25685], [1.49733, -5.41166, -2.70031], [5.65803, 1.59551, -3.40162], [-0.72638, -5.21398, -1.75953], [3.00693, 0.65179, -4.92283], [2.74403, -3.18722, 1.80914], [5.95390, -0.81342, 0.50578], [5.00409, 3.04729, 1.80632], [1.44247, -4.32036, 3.60498], [-1.26934, 2.68563, -5.75731], [2.21935, 0.45127, 2.19360], [6.44564, 0.68169, -0.30303], [2.17152, -1.70006, -4.30346], [2.79059, 4.62321, -3.48937], [6.08435, -0.68434, -2.87216], [4.55916, -3.82720, -1.50160], [-2.30193, -2.57258, 0.82953], [6.54883, 0.55211, 1.44977], [-1.76484, 0.07182, -0.75611], [-0.03662, -5.41724, 0.69837], [-1.35375, -4.33048, 0.30664], [-1.49076, 3.79887, -3.56168], [-0.66534, 3.79945, 3.25062], [4.70641, 3.33219, 0.09634], [3.35585, 3.27486, 1.24251], [-4.67114, -2.63854, 4.40463], [1.59304, -2.62717, -2.90678], [2.44962, -4.55056, 0.70345], [1.40722, 3.92503, -2.66443], [2.87978, 4.39818, -1.75568], [5.05612, -0.49473, -4.30550], [-1.83940, 1.51637, 4.23520], [2.23794, -4.53737, -1.36939], [-1.02228, -1.14196, -1.56622], [3.91315, -4.79840, 3.45645], [3.02399, -6.19609, 4.05547], [1.55467, -6.15136, -1.10897], [-1.31889, 2.47635, -1.47857]], "lowdin_charge": [0.20, 0.22, 1.00, 0.60, 1.18, 1.06, 0.36, 0.35, 0.37, -0.66, 0.22, 0.06, 0.02, -0.08, -0.04, -0.20, -0.20, -0.05, 0.03, -0.08, -0.30, -0.05, -0.30, -0.20, -0.26, -0.20, -0.18, -0.26, -0.46, -0.03, -0.06, -0.19, -0.26, -0.19, -0.35, -0.06, -0.30, -0.19, -0.03, -0.28, -0.30, -0.20, -0.06, -0.19, -0.08, 0.09, 0.02, 0.06, 0.06, 0.01, 0.06, 0.03, 0.03, -0.01, 0.06, 0.13, 0.11, 0.06, 0.08, 0.13, 0.12, 0.02, 0.12, 0.09, 0.02, 0.13, 0.02, 0.09, 0.02, 0.06, 0.12, 0.12, 0.00, 0.04, 0.03, 0.06, 0.04, 0.06, 0.09, 0.06, -0.01, 0.11, 0.08, 0.12, 0.11, 0.03, 0.00, 0.13, 0.00, 0.08, 0.02, 0.04, 0.03, 0.19, 0.04, 0.11, 0.08, 0.09, 0.10, 0.08], "homo_ev": [-15.66, -15.66], "total_charge": 3, "de_lowest_kcal_mol": 0.00, "spin_multiplicity": 4, "orbital_gap_ha": [0.2313, 0.2782]}

{"formula": "C4H10N", "method": "ωB97M-V with the def2-TZVPD basis set", "species": ["N", "C", "C", "C", "C", "H", "H", "H", "H", "H", "H", "H", "H", "H", "H"], "positions_angstrom": [[0.30128, -0.44092, 1.65359], [0.85828, 0.84356, -1.38653], [-0.27519, 0.90584, -0.37939], [-0.46633, -0.39321, 0.36005], [-1.13200, -1.44248, -0.05595], [-1.26857, -2.34658, 0.52142], [-1.21603, 1.26925, -0.78683], [0.77821, 1.68644, -2.07931], [-0.28083, -0.89971, 2.35484], [-0.03128, 1.69550, 0.32247], [0.54685, 0.49849, 1.97015], [-1.57759, -1.37740, -1.03946], [1.83188, 0.95703, -0.91609], [1.18577, -0.92300, 1.48266], [0.74556, -0.03280, -2.02163]], "lowdin_charge": [0.25, -0.08, -0.21, -0.30, 0.12, 0.09, 0.13, 0.09, 0.18, 0.11, 0.17, 0.10, 0.08, 0.18, 0.08], "homo_ev": -15.08, "total_charge": 1, "de_lowest_kcal_mol": 24.99, "orbital_gap_ha": 0.4153}

{"formula": "CH2N2O", "method": "ωB97M-V with the def2-TZVPD basis set", "species": ["O", "N", "N", "C", "H", "H"], "positions_angstrom": [[1.66053, -1.02212, -0.10289], [1.97639, 0.09889, -0.00643], [-0.06637, 1.06732, 0.10270], [-0.85847, 0.18986, -0.06689], [-0.82080, -0.89954, 0.03503], [-1.89128, 0.56559, 0.03849]], "lowdin_charge": [-0.04, 0.09, 0.05, -0.23, 0.06, 0.07], "homo_ev": [-9.12, -8.71], "de_lowest_kcal_mol": 111.16, "orbital_gap_ha": [0.3308, 0.3010]}

{"formula": "C31H23Cl2N3O4RhS", "method": "ωB97M-V with the def2-TZVPD basis set", "species": ["Rh", "Cl", "Cl", "S", "O", "O", "O", "O", "N", "N", "N", "C", "C", "C", "C", "C", "C", "C", "C", "C", "C", "C", "C", "C", "C", "C", "C", "C", "C", "C", "C", "C", "C", "C", "C", "C", "C", "C", "C", "C", "C", "C", "H", "H", "H", "H", "H", "H", "H", "H", "H", "H", "H", "H", "H", "H", "H", "H", "H", "H", "H", "H", "H", "H", "H"], "positions_angstrom": [[-0.56943, 1.07053, 0.45747], [-2.05290, -0.32318, 5.17027], [2.79085, -2.72140, 5.07589], [2.13627, -5.24687, -4.60885], [-1.42328, 0.30066, 2.25535], [4.10311, -6.90621, -4.62631], [-0.59674, 2.99388, 1.53151], [0.09353, 1.58756, -2.24391], [0.83008, -0.17083, 1.05705], [-2.67942, 3.00028, 0.50270], [-2.14445, 2.05845, -0.26528], [0.85884, -2.56876, -1.87300], [-0.84174, 0.49599, -2.46410], [-4.29335, 2.08078, -1.47792], [-3.25494, 6.06271, 4.43876], [-2.28462, 0.83508, -2.27977], [0.41150, -1.44045, 4.92529], [2.87741, -1.74284, 2.05480], [1.79762, -0.61785, 0.20594], [0.99976, -3.71724, -2.63169], [-0.59559, -0.26016, -3.74776], [-2.32136, 4.32292, 2.47926], [1.52122, -0.22942, -1.23659], [2.82591, -1.38414, 0.68312], [1.66238, -1.45482, -2.10758], [-3.50928, 5.02253, 2.28478], [-0.48058, -0.32087, 2.95933], [-2.86345, 1.63481, -1.34913], [2.75957, -2.66756, -3.88725], [3.66994, -5.96291, -4.02091], [-1.60977, 4.48652, 3.66420], [0.14056, 0.49039, -1.32990], [1.96123, -3.77446, -3.63936], [-3.97041, 5.89419, 3.25967], [4.37689, -5.33887, -2.84367], [-2.07793, 5.35279, 4.64239], [-1.80369, 3.37234, 1.45757], [0.73403, -0.65070, 2.34211], [2.61315, -1.51952, -3.11615], [1.56285, -1.78774, 4.24173], [-0.59853, -0.71911, 4.29275], [1.76562, -1.41422, 2.90515], [-3.61728, 6.74307, 5.20015], [3.49555, -2.70482, -4.68143], [0.28623, -1.73983, 5.95734], [4.97004, -6.11289, -2.36211], [-1.19555, 0.17615, -4.55097], [3.68904, -4.88407, -2.13546], [-4.83469, 1.89872, -0.54936], [3.58796, -1.73975, -0.00216], [0.37635, -4.58209, -2.43715], [0.12096, -2.53128, -1.07763], [-1.52636, 5.46913, 5.56738], [0.45081, -0.20736, -4.03419], [-4.77826, 1.55679, -2.30079], [5.05278, -4.56100, -3.20483], [-4.06094, 4.87064, 1.36651], [-4.33620, 3.15537, -1.66452], [3.70743, -2.31259, 2.44682], [2.25023, 0.51810, -1.56202], [-2.93400, 0.47698, -3.07003], [-4.89170, 6.44198, 3.10239], [3.24269, -0.65737, -3.30775], [-0.87345, -1.31005, -3.64265], [-0.70251, 3.91390, 3.80445]], "lowdin_charge": [1.30, 0.64, 0.62, 1.02, -0.19, -0.01, -0.08, 0.00, -0.05, 0.09, -0.12, -0.02, -0.41, -0.05, -0.10, 0.02, -0.16, -0.05, -0.26, -0.09, -0.01, -0.14, -0.15, -0.05, -0.21, -0.03, -0.39, -0.32, -0.10, -0.74, -0.01, -0.30, -0.58, -0.09, -0.05, -0.08, -0.43, -0.17, -0.03, -0.62, -0.60, -0.20, 0.09, 0.11, 0.09, 0.09, 0.08, 0.07, 0.08, 0.10, 0.11, 0.14, 0.10, 0.08, 0.07, 0.09, 0.10, 0.08, 0.07, 0.15, 0.10, 0.10, 0.12, 0.09, 0.12], "homo_ev": [-2.39, -4.45], "total_charge": -1, "spin_multiplicity": 5, "orbital_gap_ha": [0.1729, 0.2062]}

{"formula": "C5H8NO2", "method": "ωB97M-V with the def2-TZVPD basis set", "species": ["O", "O", "N", "C", "C", "C", "C", "C", "H", "H", "H", "H", "H", "H", "H", "H"], "positions_angstrom": [[2.20028, -1.06790, -0.48633], [0.74123, -1.96803, -1.91268], [-0.94059, -0.07399, -2.09860], [-0.55453, 0.21415, 0.25339], [-0.00666, 1.04449, 2.60341], [1.13882, -1.22993, -1.06612], [0.14304, 0.06317, -1.08421], [0.27276, 0.38827, 1.45276], [-1.83490, -0.24518, -1.66842], [0.81811, 1.00182, -1.46041], [0.78543, 0.95164, 3.43063], [-0.71617, -0.78847, -2.63495], [-0.95589, -0.72785, 0.44648], [1.28866, -0.14190, 1.40275], [-0.93638, 1.55882, 2.69408], [-1.44323, 1.02088, 0.12823]], "lowdin_charge": [-0.05, -0.02, 0.02, -0.23, -0.05, -0.77, -0.31, -0.21, 0.04, 0.16, 0.06, -0.03, 0.10, 0.12, 0.02, 0.15], "homo_ev": -3.77, "total_charge": -1, "de_lowest_kcal_mol": 41.85, "orbital_gap_ha": 0.2813}

{"formula": "C3H3HgO3", "method": "ωB97M-V with the def2-TZVPD basis set", "species": ["Hg", "O", "O", "O", "C", "C", "C", "H", "H", "H"], "positions_angstrom": [[0.60586, 0.17561, 3.60214], [0.31310, -1.95435, -0.74359], [0.66589, -0.21979, 1.25390], [-0.67758, -0.03229, -1.61128], [-0.54097, 1.09420, -0.66829], [0.46387, 0.24945, 0.08166], [0.31679, -0.70073, -1.00932], [0.51415, -1.89565, 0.44497], [-1.50672, 1.29032, -0.18774], [-0.15440, 1.99323, -1.16245]], "lowdin_charge": [1.01, 0.14, -0.26, 0.10, 0.01, -0.26, -0.32, 0.28, 0.15, 0.14], "homo_ev": [-12.56, -15.57], "total_charge": 1, "de_lowest_kcal_mol": 52.01, "spin_multiplicity": 3, "orbital_gap_ha": [0.3107, 0.2679]}